Molecular formula: CH2N3O2P
Method: DFT, ωB97M-V/def2-TZVPD

The geometry in XYZ format:
```
9
Properties=species:S:1:pos:R:3:forces:R:3:nbo_charge:R:1
C 0.91168 -1.88002 0.06258 -2.5410 3.1244 2.0189 -0.044
N 1.59543 -2.64655 -0.43255 0.8947 -1.2114 -0.7106 -0.436
N -1.61817 0.28329 0.19206 1.6573 -2.2851 3.7280 -1.160
N 0.84852 0.90221 -0.14796 1.1713 0.0791 0.4521 0.320
O 0.31787 1.73473 -0.85944 -0.1977 -0.2033 0.0130 -0.385
O 2.03449 0.65425 -0.11659 -0.9140 0.3858 0.1332 -0.308
P -0.24148 -0.04136 1.11615 0.4362 -1.8752 -2.9450 1.140
H -2.48700 0.06608 0.69269 0.2696 0.7782 -1.0990 0.434
H -1.36134 0.92737 -0.50694 -0.7762 1.2076 -1.5907 0.440
```
Forces are in eV/Å.

As for the total charge: 0. For the frontier orbital gap, the calculation gives 9.231 eV.


Molecular formula: C41H39ClF3N2O2S4Sb2W
Method: DFT, ωB97M-V/def2-TZVPD

The geometry in XYZ format:
```
95
Properties=species:S:1:pos:R:3:forces:R:3:mulliken_spin:R:1
W -0.17517 1.49968 -1.12514 -1.3409 -0.4069 0.9354 1.431
S 3.48035 1.81010 -3.50561 0.0133 -0.0884 0.0684 -0.018
Sb 1.55890 2.80112 -2.88606 1.0326 0.3332 -0.3739 0.043
S -0.14716 0.77280 -3.26144 0.0393 0.4875 -0.1885 0.185
S 1.49424 3.05674 -0.44982 0.3255 0.2302 -0.4225 0.345
S 0.88628 4.65646 -3.92680 -0.2305 0.0216 -0.0994 0.000
O -2.92001 0.32098 5.39237 0.0158 0.0093 -0.0290 0.000
C -1.62533 0.87855 5.25432 0.0183 0.0250 -0.0445 0.000
C -1.29175 1.02161 3.79566 -0.2334 -0.0889 -0.0586 0.002
C -0.04380 1.47713 3.40472 0.2475 0.0969 -0.1113 -0.003
C 0.26789 1.58057 2.06233 -0.3191 -0.1348 0.1615 -0.062
N -0.60556 1.23579 1.10474 0.0201 -0.0389 0.1546 -0.071
C -1.82228 0.79993 1.47854 -0.2960 -0.1852 -0.6255 -0.003
C -2.20296 0.68041 2.80554 0.3139 0.1485 0.1753 -0.001
C -2.71645 0.36765 0.36140 0.5803 0.1857 0.4375 0.030
C -4.03611 0.01155 0.58255 -0.1315 -0.1567 -0.3525 -0.009
C -4.79970 -0.41430 -0.49522 0.0391 0.0821 0.2436 0.013
C -6.24583 -0.79097 -0.33927 0.0575 -0.0217 -0.0265 -0.001
O -6.64507 -0.61123 1.00712 0.0059 0.0030 -0.0218 0.000
C -4.19298 -0.47791 -1.73925 0.1679 -0.0209 -0.2259 0.000
C -2.87513 -0.09130 -1.88635 -0.2271 -0.0500 0.3571 -0.003
N -2.14028 0.33826 -0.85227 -0.0583 0.0564 -0.1732 -0.044
H -3.09860 0.18450 6.32523 -0.0078 -0.0057 0.0496 0.000
H -0.86821 0.24140 5.72499 -0.0018 -0.0026 -0.0136 0.000
H -1.57134 1.86713 5.72529 0.0038 -0.0095 0.0019 0.000
H 0.71849 1.74232 4.12695 -0.0221 -0.0145 0.0408 0.002
H 1.23821 1.91835 1.73104 0.0097 0.0264 0.0028 0.063
H -3.17006 0.29518 3.08082 -0.0293 0.0016 -0.0025 0.001
H -4.47915 0.07378 1.56216 -0.0112 -0.0021 0.0120 0.000
H -6.36935 -1.83566 -0.64875 -0.0082 0.0133 -0.0040 0.001
H -6.84120 -0.16794 -1.01640 -0.0009 -0.0039 0.0197 0.001
H -7.58423 -0.79802 1.07456 -0.0270 -0.0073 0.0165 0.000
H -4.73525 -0.81199 -2.61514 -0.0357 -0.0014 0.0190 0.001
H -2.37530 -0.11193 -2.84354 -0.0188 0.0162 -0.0323 0.005
F 5.81019 -3.00578 -4.23101 0.0016 -0.0021 0.0147 0.000
C 4.87631 -2.49806 -3.38816 0.0219 -0.0218 -0.0595 -0.001
C 3.66626 -2.08921 -3.90946 0.0241 -0.0094 0.0851 -0.004
C 2.72131 -1.57906 -3.03451 -0.0529 0.0010 -0.0107 0.011
C 2.97694 -1.46661 -1.66997 0.1365 -0.0286 -0.2827 0.020
C 4.21792 -1.87127 -1.19307 0.0289 -0.0217 0.0648 -0.005
C 5.17810 -2.40410 -2.04667 -0.0535 0.0202 -0.0128 0.001
Sb 1.43214 -0.72222 -0.41169 0.1702 -0.7277 0.5731 0.053
C 3.02902 0.24337 0.86204 0.3846 0.0976 0.0773 0.028
C 3.15179 0.10908 2.24229 0.0026 -0.0266 0.1205 0.006
C 4.16261 0.74003 2.97168 -0.0201 0.0101 -0.1037 0.006
C 5.07322 1.50613 2.28080 0.0496 0.0407 -0.0071 -0.005
F 6.07164 2.12042 2.97098 -0.0057 -0.0049 0.0130 0.000
C 5.01254 1.66810 0.91036 -0.0089 -0.0054 0.0808 -0.007
C 3.98741 1.03953 0.22111 -0.1049 -0.0169 -0.0951 -0.027
C 1.19569 -2.05337 1.32890 -0.0234 0.0166 0.0603 -0.001
C 2.11852 -3.07506 1.55395 0.0843 0.0200 -0.0230 0.002
C 1.98450 -3.97097 2.60764 0.0061 0.0117 -0.0194 0.000
C 0.90342 -3.83590 3.45213 -0.0284 -0.0443 0.0737 0.000
F 0.76833 -4.69964 4.49255 0.0005 0.0060 -0.0180 0.000
C -0.04704 -2.85656 3.27069 0.0556 -0.0073 -0.0236 0.000
C 0.11564 -1.97909 2.20202 -0.0415 -0.0359 -0.0476 0.000
H 3.48526 -2.15374 -4.97322 -0.0076 0.0067 -0.0144 0.000
H 1.76964 -1.24723 -3.43219 0.0210 0.0026 -0.0125 -0.002
H 4.46539 -1.76135 -0.14323 -0.0325 0.0348 -0.0116 0.000
H 6.14710 -2.72397 -1.68814 0.0065 -0.0048 0.0097 0.000
H 2.45487 -0.50708 2.80080 -0.0379 -0.0201 -0.0446 -0.002
H 4.25408 0.62880 4.04456 -0.0071 -0.0102 0.0168 0.000
H 5.74596 2.28200 0.40469 0.0069 0.0067 -0.0201 0.000
H 3.93599 1.18301 -0.85550 0.0118 -0.0106 0.0067 0.018
H 2.97442 -3.19462 0.89894 0.0034 0.0440 -0.0261 0.000
H 2.70256 -4.76250 2.77701 0.0088 -0.0048 -0.0050 0.000
H -0.89147 -2.78931 3.94524 -0.0104 0.0163 -0.0026 0.000
H -0.64660 -1.22911 2.06178 -0.0675 0.0660 -0.0329 0.003
C -1.42147 -4.27660 -1.46877 -0.0305 -0.0024 -0.0519 -0.002
C -0.03656 -3.69150 -1.17407 0.0458 -0.0696 0.1048 0.002
C 0.99464 -4.32497 -2.10075 0.0688 -0.0049 -0.0854 0.001
C -0.09056 -2.16722 -1.26134 -0.1812 -0.0499 -0.1633 -0.021
H -1.42940 -5.36752 -1.38655 0.0236 -0.0156 0.0051 0.000
H -1.73331 -4.01459 -2.48492 -0.0011 -0.0031 -0.0032 0.000
H -2.17109 -3.87988 -0.77956 0.0076 0.0121 0.0176 0.000
H 0.21831 -3.98707 -0.14939 -0.0007 0.0770 -0.0027 -0.001
H 0.77261 -4.08706 -3.14607 -0.0030 0.0253 0.0018 0.000
H 0.99164 -5.41370 -2.00127 -0.0316 -0.0163 0.0047 0.000
H 2.00665 -3.97337 -1.90057 -0.0156 0.0173 0.0506 0.000
H -0.96171 -1.84552 -0.67683 -0.0253 0.0127 -0.0534 0.000
H -0.28134 -1.85285 -2.29630 -0.0228 -0.0443 0.0064 -0.003
Cl -3.33944 3.05168 -3.08568 0.0482 -0.0043 0.0520 0.001
C -2.45603 4.45956 -2.52796 -0.1710 0.0802 -0.1772 -0.013
C -2.58446 5.62264 -3.26990 -0.0218 -0.0060 -0.0217 0.001
C -1.92345 6.76790 -2.86538 0.0387 -0.0340 0.0816 0.000
C -1.14216 6.73218 -1.71547 -0.0473 -0.0638 -0.0878 0.002
C -1.03118 5.55953 -0.99458 0.0306 0.0083 -0.0135 0.010
C -1.68408 4.38198 -1.37840 0.1262 0.0378 0.1273 0.017
C -1.57568 3.15427 -0.55046 -0.1546 -0.0834 0.0008 -0.013
H -3.19090 5.61372 -4.16539 0.0040 0.0064 -0.0026 -0.001
H -2.00710 7.67383 -3.45066 0.0016 0.0157 -0.0082 0.000
H -0.60187 7.61280 -1.39411 -0.0002 0.0230 0.0035 0.000
H -0.40507 5.52468 -0.11184 0.0008 -0.0002 0.0047 -0.002
H -2.57624 2.72525 -0.43313 0.0078 0.0259 0.0218 0.010
H -1.21053 3.43638 0.43669 -0.1110 0.1608 -0.0254 0.007
```
Forces are in eV/Å.

Its expectation value of S² is 2.03. As for the spin multiplicity: 3. As for the total charge: -1. For the frontier orbital gap (spin up / spin down), the calculation gives 5.463 / 5.510 eV.


Molecular formula: C5H6NOP
Method: DFT, ωB97M-V/def2-TZVPD

The geometry in XYZ format:
```
14
Properties=species:S:1:pos:R:3:forces:R:3:nbo_charge:R:1
C 3.20866 -1.12086 0.20800 0.6206 0.1612 1.1269 -0.141
C 1.84161 1.29649 -0.04073 1.4037 -0.2626 0.4076 0.323
C 0.36742 1.35637 -0.09854 -1.2078 -1.8583 -3.7425 -0.490
C -0.33873 -0.00636 0.30165 -1.2116 1.8147 -0.4804 -0.487
C 0.25526 -1.24018 -0.24961 0.2329 1.3345 -4.0810 -0.287
N 3.67192 -1.78609 1.02552 0.0743 -0.5319 0.2798 -0.285
O 2.56790 2.08050 0.52414 -0.7107 0.1997 0.0729 -0.496
P 2.68140 -0.03818 -1.00508 -1.5743 -0.6531 -1.7675 0.520
H 0.10718 2.17028 0.46257 -1.1817 1.9364 1.7422 0.234
H -0.00803 1.59866 -1.18687 1.1236 -0.4084 1.7196 0.236
H -0.26596 0.04528 1.34115 0.1454 -0.5566 1.9537 0.221
H -1.47034 0.13621 0.11847 1.7203 -0.4546 -0.1645 0.233
H 0.88695 -1.89630 0.27494 0.2079 -0.8013 0.7531 0.210
H -0.00238 -1.48310 -1.35282 0.3576 0.0805 2.1802 0.209
```
Forces are in eV/Å.

As for the total charge: 0. For the frontier orbital gap (spin up / spin down), the calculation gives 8.058 / 7.344 eV.


The following total energy values (in eV) correspond, in order, to the records above: -18918.54110, -129143.59236, -18104.62713.